Entry from the OMol25 dataset: a 7-piece molecular cluster, C44H65BF18N2O18P overall at a distorted geometry (ωB97M-V with the def2-TZVPD basis set).

Summary:
M = 1293.75 g mol⁻¹
Kohn-Sham gap = 6.166 eV
Energy = -145385.28221 eV
F_max = 5.11 eV Å⁻¹
Net charge = +1
E_LUMO = -3.94 eV
Highest occupied orbital energy = -10.1 eV

Each line ends with the Löwdin charge.
Cartesian coordinates (Å):
F -1.1669 -3.8193 7.4979  0.1539
O 5.1299 5.3194 0.9943  0.1552
H 1.6040 1.5377 -2.1416  0.1021
C 7.4441 7.9744 -3.4602  -0.0545
C 5.3295 0.4297 -0.8774  -0.3925
O 4.7068 0.5716 -2.1622  -0.0946
F -11.7538 -0.2762 -3.2687  0.1668
H -4.2362 0.5769 2.0923  0.1100
C 1.0479 -6.9680 11.3030  -0.3672
O 4.7571 0.7007 0.1941  0.0879
H 4.9005 2.8500 -4.6517  0.1088
H 1.2268 -5.6925 4.3220  0.1267
B -1.5485 -2.7341 -1.4286  -0.4906
H 7.6915 0.5845 -1.2031  0.1179
H 1.2877 4.4120 -3.5411  0.1218
F 2.5958 -8.6369 10.5641  0.1527
H 8.5179 8.1730 -3.4226  0.0893
O 0.2477 0.0662 -4.6785  -0.2710
C 2.9530 -4.3732 4.2778  -0.0600
O 1.0310 -6.5027 10.0362  0.0227
O 7.8525 6.1346 -4.9952  0.0319
H 7.2914 8.0001 -5.5997  0.1284
H -2.8375 2.8172 3.1997  0.1205
H -3.7844 -2.6895 0.3745  0.1254
C -0.4950 2.3444 -2.7144  -0.1651
C -2.5050 -0.8004 0.0338  -0.0291
F 8.0872 3.3927 -5.9576  0.1607
H 3.6439 -3.9072 4.9845  0.0859
H 2.0715 -0.9825 -2.5012  0.0585
O -0.0899 -3.5919 4.4386  0.1490
C 6.8519 -0.0702 -0.7768  -0.0486
F 0.4909 -2.4378 7.6164  0.1570
F -5.3290 -4.5196 -4.3059  0.1506
C -2.0001 1.7438 -0.5716  -0.0932
H 2.4586 -6.0463 5.5259  0.1303
C 8.3349 3.8417 -4.7095  -0.5100
H 0.2892 -5.0438 8.8210  0.0972
H -1.1454 -3.5574 -4.4851  0.0559
C -1.5124 -4.2521 -3.6489  -0.1214
C -7.3445 -0.3451 -1.8485  -0.0631
C 1.9424 -5.2340 5.0099  -0.1965
C -2.4078 1.8956 2.6638  -0.2537
H 1.3647 -3.1443 9.9896  0.0743
H 7.6446 -1.4734 0.8384  0.0743
H 3.5086 3.8288 -2.0322  0.1159
H 1.9780 -4.2353 11.2424  0.0794
F 0.5468 -9.2563 10.8709  0.1565
O 1.4474 -1.6906 -2.7883  -0.2488
H 4.9910 2.8107 1.8111  0.0569
C -10.4492 1.7181 -7.9571  -0.0618
H 6.2200 1.7555 -3.1019  0.1134
C 7.0692 7.3196 -4.7750  -0.1961
F -6.9773 -3.4459 -5.1929  0.1616
H -1.4869 2.2672 2.0788  0.1171
O 6.4885 4.9838 -3.6138  0.1490
C 1.6847 -4.1684 10.1929  -0.0555
O -2.1865 3.1387 -0.2707  -0.0111
H 3.5123 1.7007 -4.2226  0.0997
H -10.1929 0.7390 -8.3690  0.0848
C -6.6578 -3.1777 -2.8380  -0.3601
N -1.7131 -1.2391 -1.1107  0.0918
H 1.1210 3.1749 -1.4395  0.1296
H -9.5728 2.0724 -7.4105  0.0753
H -11.9189 2.5803 -6.6086  0.1278
C 0.2525 -3.6870 5.5895  -0.3619
C -10.7078 1.0262 -4.9683  -0.3665
N -1.9028 0.9099 3.6621  -0.0148
C -11.6589 1.6141 -7.0494  -0.1994
H 6.8831 -2.3130 -0.7652  0.0791
H 6.1798 2.2822 2.9885  0.0876
H -0.3184 -4.9646 10.4682  0.1323
O 1.2602 -4.4712 6.0194  0.0228
C -0.4071 -2.9761 6.7669  -0.5101
C -1.0365 -0.2951 -2.0006  -0.1588
H -10.6433 2.4086 -8.7808  0.0856
H 7.2110 7.3258 -2.6137  0.0575
F -9.6465 0.1318 -3.0155  0.1113
C 0.5763 -5.1504 9.8678  -0.2028
C -1.1643 1.2411 -1.7804  -0.0389
C 5.1783 1.8944 -2.6337  -0.1677
O -0.5802 -3.5651 -0.7340  0.0825
C 3.3718 3.7005 -3.1547  -0.1699
H 1.1832 0.3918 -4.5774  0.0601
O -5.8072 -3.0825 -1.9892  0.1368
H -0.6277 -4.7255 -3.0988  0.0798
H -0.7106 2.2083 -3.8317  0.1169
C -2.4406 -3.4065 -2.6006  -0.1599
F -1.2135 -1.9699 6.3831  0.1563
H 6.9056 8.9159 -3.3309  0.0881
H -3.1217 -4.1920 -2.1097  0.1139
C 7.1383 -1.3565 -0.1791  0.0048
F 9.6457 4.1490 -4.6668  0.1659
F 8.5464 5.4997 1.2430  0.1590
H -9.1310 -1.5080 -1.6081  0.1175
H 2.5762 -4.3851 9.5989  0.0858
H -1.1352 -4.3008 -0.3672  0.1180
H -2.4635 0.0475 3.6648  0.0553
C -6.5773 -4.0744 -4.0695  -0.5107
O -11.4435 0.6293 -6.0250  0.0261
C -2.1194 -2.6005 1.9993  -0.0866
P -0.0069 -1.0401 -3.4010  0.9825
H -2.0098 -3.6810 1.6169  0.0768
C 7.4438 5.0265 -4.3484  -0.3595
F -7.3574 -5.1668 -3.9432  0.1660
H -2.5341 -2.6247 3.0575  0.0797
H 4.4512 2.2478 3.4009  0.0857
H -4.0973 2.1880 1.2352  0.1223
C 5.2286 2.8081 2.8765  -0.0637
H 4.3958 4.7705 3.2968  0.1259
H 5.5465 4.1852 4.4905  0.1270
H -3.0915 -2.6773 -3.1873  0.1050
H -7.5761 0.3301 -1.0213  0.0898
H -7.7523 -2.1749 -0.7478  0.1276
O 6.4218 4.9219 2.8020  0.0268
C 1.5049 -8.4233 11.3295  -0.5144
H -1.1126 -2.0535 1.9125  0.0966
C 6.1784 5.4290 1.5769  -0.3675
C 7.3991 6.1848 1.0612  -0.5109
C 5.3320 4.2191 3.4201  -0.2008
C -10.5993 -0.0982 -3.9431  -0.4925
H -0.9710 3.3596 -2.4362  0.1198
O -10.2332 2.1260 -4.8471  0.1641
H -6.2610 -0.4803 -1.8902  0.0704
O 0.7177 -6.3245 12.2642  0.1700
H 2.4632 -3.5643 3.7317  0.0741
C -3.1968 -1.9016 0.9821  -0.1421
H 6.0008 7.0918 -4.8241  0.1244
H 3.6188 4.6821 -3.6988  0.1095
C 1.8192 3.3854 -3.5380  -0.2069
O -7.8344 -2.5239 -2.8080  0.0329
C 1.0860 2.5232 -2.3929  -0.1912
H -3.9864 -1.4301 1.6790  0.1048
C -2.6791 0.6957 0.3810  -0.0058
H 3.5256 -4.9717 3.5659  0.0859
C 4.2314 2.4862 -3.8059  -0.1294
F 8.1638 2.7912 -3.8838  0.1403
F 7.5564 7.3681 1.6895  0.1625
H -7.6399 0.1290 -2.7828  0.0728
F 1.8197 -8.8458 12.5660  0.1618
H -0.8999 0.7160 3.5517  0.0711
F -10.3016 -1.2865 -4.5054  0.1647
H 5.2916 2.6112 -1.7463  0.1353
F 7.3234 6.4570 -0.2550  0.1483
C -8.0554 -1.6735 -1.6712  -0.1970
H 1.7179 2.8537 -4.5480  0.1066
H -12.5232 1.2812 -7.6278  0.1283
H -3.0102 3.4081 -0.7464  0.1409
C -3.4830 1.2876 1.6208  -0.1270
H -2.1268 -5.1185 -4.1024  0.0835

---

Entry from the OMol25 dataset: a 16-piece molecular cluster, C44H65N19O5P2S3 overall at a distorted geometry (ωB97M-V with the def2-TZVPD basis set).

Summary:
M = 1098.28 g mol⁻¹
Kohn-Sham gap = 4.797 eV
Energy = -136286.99285 eV
F_max = 17.79 eV Å⁻¹
E_LUMO = -0.37 eV
Highest occupied orbital energy = -5.2 eV

Each line ends with the Löwdin charge.
Cartesian coordinates (Å):
H -3.3195 -4.5200 8.0089  0.0348
H -1.9884 -1.2676 1.6619  0.1225
N 2.6946 -0.7027 -3.8490  0.1169
C 3.7186 -0.9284 -3.3449  -0.2810
C -3.8065 -4.9002 -2.3287  -0.1038
H 7.9395 5.7000 -0.4625  0.0845
H -1.7140 -1.9836 -0.6962  0.1048
C -7.2596 -3.6634 2.7514  -0.0343
H -1.0205 0.2844 8.7105  0.0875
H 7.4877 5.9975 1.2151  0.0818
P 0.2202 -4.5003 1.4120  0.4379
C -1.6574 6.1305 0.4850  -0.0942
N -5.6045 -4.8064 -4.3020  0.1331
H -5.0094 -5.6243 -7.3445  0.0783
C -5.4799 -5.0524 10.9967  -0.0693
H -7.1235 -3.9639 1.7071  0.0861
H 2.9064 4.4612 2.7336  0.0618
H 0.8431 -4.9566 -9.6041  -0.0059
O -1.2598 -4.2801 4.1363  -0.1307
H -4.5507 -4.1016 -2.2408  0.0696
H 3.1238 5.6452 4.0212  0.0696
O -1.5303 -0.5585 4.4588  -0.3260
C 3.1935 5.4981 2.9382  -0.1050
C 2.3458 6.4522 2.2039  -0.2540
C -1.5840 5.1323 -3.1679  -0.2532
C -0.2579 -0.1592 -0.6894  -0.4563
C -4.8648 -5.3921 6.8212  -0.2743
C 5.0146 -1.2139 -2.7070  -0.0736
H 4.9870 6.9772 -2.8048  0.0784
H -1.0067 0.5802 -0.1777  0.0726
H 5.3556 8.1284 5.7579  0.0837
C -0.5172 -4.3321 -5.1753  -0.0670
H -2.0470 6.3054 -8.2119  0.0838
H -5.4793 -5.9208 11.6640  0.0829
N 5.5736 5.3259 4.2155  0.1417
N -0.6281 -2.4935 -8.1727  0.1186
N -1.5703 -4.2897 -1.0738  0.1039
C -1.3027 5.5069 -8.2998  -0.0716
H 5.6102 7.7202 -4.2768  0.0842
S 1.5421 0.0707 -0.1887  0.7931
H 4.6971 8.6871 -3.1199  0.0855
H -1.2140 5.6830 -0.4108  0.0419
N 2.2406 -5.1536 -10.8518  0.1312
H -8.1851 -3.0801 2.8022  0.0868
C -4.1122 -4.6378 10.6421  -0.2591
H 5.4832 -0.3038 -2.3176  0.0808
H 5.5572 6.9019 7.0078  0.0835
N 5.0182 4.4299 -0.0981  0.1354
C -0.3986 5.1005 -4.0408  -0.0813
H 4.6407 2.1710 0.4010  0.0977
N 5.1516 2.1350 2.8031  -0.0454
C 4.3343 -3.5777 -10.5673  -0.0620
H 5.7213 -1.6657 -3.4111  0.0794
C -2.1648 -0.2956 7.0037  -0.1133
N -3.4742 4.5544 1.5636  0.1080
O 0.5554 -3.4131 5.7036  0.0219
S 0.2930 2.1222 1.8969  0.5718
H 4.7050 1.8385 5.1916  0.0987
H 4.9076 -1.9077 -1.8663  0.0860
H -1.4735 1.6182 7.6508  0.0856
C -6.1058 -2.8975 3.2518  -0.0224
H -2.8973 -3.6833 2.6429  0.1312
H 0.0705 -5.6227 -8.1666  0.0755
C 4.3440 1.7956 4.0613  -0.0899
H -0.8382 6.3395 1.1814  0.0469
C -2.5573 -4.5592 -1.6277  -0.1947
H -0.1879 -0.7994 1.9639  0.0944
H -2.0832 7.0947 0.1880  0.0824
H 0.2071 -2.3858 -0.5557  0.0786
C -2.6723 5.2501 1.0876  -0.2802
N -5.1942 -2.2923 3.6472  -0.0073
H -7.4211 -4.5775 3.3326  0.0893
H 6.8729 7.0450 -0.0623  0.0475
N -2.6109 -5.9079 -5.4599  0.1474
C -0.3831 -3.5700 -8.5399  -0.2754
C 6.6905 8.2296 -2.5069  -0.2656
C -1.6868 -5.2124 -5.3343  -0.2399
C -3.6952 -4.5118 6.9802  -0.0761
H -0.3875 -5.7363 1.8540  -0.0076
H -0.4926 4.3400 -4.8232  0.0744
S 2.1151 -4.5965 1.9949  0.0948
C 7.1120 6.0057 0.1864  -0.0733
C 5.7206 6.1614 5.0117  -0.2219
C 3.1647 -4.4580 -10.7262  -0.2151
H 1.9224 1.0510 4.1516  0.1078
C -1.9422 -3.3097 3.2168  -0.3690
H -0.8771 -5.3408 -9.6259  0.0887
H -4.6132 -3.9115 -7.2169  0.0800
N -3.0316 -4.3103 10.3619  0.1291
N 1.6760 7.2062 1.6238  0.1075
C -0.8700 -1.6145 1.4304  -0.1464
C -5.4898 -4.7468 -5.4582  -0.2396
H -1.7570 4.5955 -7.8967  0.0823
H -0.1415 -4.3403 -4.1466  0.0795
H -6.2912 -4.4160 -7.4095  0.0798
C 4.3425 1.9911 1.5194  -0.0748
H -0.7563 -3.2927 -5.4240  0.0762
C -0.6701 -1.7022 -0.1922  -0.2748
H -0.2387 6.0614 -4.5413  0.0619
C 5.9424 5.1254 0.0275  -0.2365
C -0.6489 -3.0188 2.2432  -0.4983
O 0.3407 -2.6635 3.3145  -0.1624
N 7.6775 8.4991 -1.9530  0.1268
C -1.8190 0.6649 8.0648  -0.0393
H 4.0952 -2.5384 -10.8160  0.0861
H -4.2302 -0.5156 4.5056  0.0763
N 2.9813 1.5580 2.0193  -0.2029
H -2.8677 -4.8175 6.3312  0.0726
H -6.0624 -5.3259 10.1105  0.0769
H -6.0255 -4.2521 11.5079  0.0812
N -2.4379 -1.0546 6.1652  -0.0123
N -5.7890 -6.0876 6.6957  0.0943
H -3.6376 -5.0686 -3.3977  0.0074
C -5.3445 -4.6713 -6.9216  -0.0787
C 5.9067 7.2188 6.0194  -0.0632
H 6.9606 7.4978 6.1232  0.0829
N 0.9335 6.1174 -7.0449  0.1267
C 1.6764 1.2710 1.2883  -0.8905
N -2.5207 5.1575 -2.4783  0.1384
H -4.2607 -5.8115 -1.9256  0.0905
H 0.5127 4.8738 -3.4773  0.0853
C -0.0535 5.8479 -7.5988  -0.2680
H -1.8659 0.0401 3.7289  0.0627
H 0.1984 -4.5002 -0.0279  -0.0615
H -3.9344 -3.4724 6.7315  0.0528
H 4.7100 -3.5859 -9.5386  0.0855
P -2.5347 -1.9805 4.4518  0.8967
H 0.3104 -4.6377 -5.8243  0.0718
H -1.1338 5.3385 -9.3688  0.0829
H 4.2490 5.6013 2.6650  0.0238
C 2.8476 1.3878 3.5195  -0.0538
C -0.0730 -4.9324 -9.0045  -0.0815
H -2.6781 0.8840 8.7078  0.0838
O -4.1815 -1.4844 4.1849  -0.3022
H 5.1619 -3.8834 -11.2163  0.0850
C -0.0533 -3.4709 4.5156  -0.2949
C 5.4413 7.8885 -3.2079  -0.0652
H -0.3967 -0.0815 -1.8563  0.0947

---

> The highest F_max belongs to which entry?

C44H65N19O5P2S3

---

> The highest E_LUMO belongs to which entry?

C44H65N19O5P2S3